1.
C8H16BNO4 in the gas phase. Source: OMol25; level of theory: the ωB97M-V functional and the def2-TZVPD basis.

Atoms and positions in Å:
O 1.7461 0.3374 1.8160
H -0.8192 -1.8833 0.8665
C 1.2800 -1.9153 -1.8698
C -1.3876 0.4030 -0.3455
H 2.1184 -2.1355 -1.2890
H 0.0176 3.4820 2.3516
C 0.1278 -2.2430 0.3068
C 0.4097 -1.1470 -0.9234
O 3.2004 -0.7227 0.3723
C 1.0940 0.1539 -0.3829
H -1.3708 -0.2984 -3.3268
C -0.9557 -0.5516 -1.4615
H 0.9248 -2.6984 0.8592
H -2.5065 2.6637 2.6118
H -0.3601 -3.0126 -0.2873
H 1.4883 0.4428 -1.3477
H 1.5796 -1.2214 -2.6557
O -0.8494 0.1613 -2.6452
H 0.9100 -2.7849 -2.3658
H -1.6483 -1.3662 -1.5826
H -1.9310 1.3826 1.7840
B -0.0983 1.1493 0.1378
H 2.3527 0.0611 2.5882
H -1.8560 -0.1530 0.4649
H -2.1782 1.0770 -0.7035
N -1.6688 2.0944 2.4546
C -0.6777 2.9619 1.7483
O 0.1653 2.1656 0.9823
H -1.3108 3.7038 1.2181
C 2.2036 -0.1064 0.6244

The HOMO-LUMO gap comes out at 0.37131 Eh. Its HOMO energy is -9.6 eV. Its total charge is 0.

***

2.
A molecular structure, C3H11N5O. Source: OMol25; level of theory: the ωB97M-V functional and the def2-TZVPD basis.

Atoms and positions in Å:
C -0.4010 0.7327 -0.5925
H 0.6724 2.3206 0.0652
H 0.2800 -0.9898 1.5143
H -1.0874 -1.0216 -1.2934
N -2.1555 1.4796 1.2180
N 0.8333 1.3706 -0.2385
H 1.0521 -1.7777 -2.0636
H 1.7754 -1.7058 2.0549
N 0.8348 -0.7904 -1.9688
H 0.5480 -0.3811 -2.8563
H 1.5862 1.1932 -0.8896
H 1.9660 -0.7296 0.5317
H -2.8982 1.4129 1.8936
H -2.3227 1.8957 0.3002
C 1.4459 -1.5338 1.0343
H 1.3304 -2.4325 0.4468
N -0.7589 -0.3145 1.9247
C -1.2303 0.5242 1.1693
O -1.2831 1.3797 -1.2394
N -0.1875 -0.6324 -1.0107

The HOMO-LUMO gap (spin up / spin down) comes out at 0.26507 / 0.26499 Eh. Its HOMO energy (spin up / spin down) is -8.5 / -8.5 eV. Its total charge is 0.

***

3.
11 unconnected molecules or ions with the total composition ClH20O14. Source: OMol25; level of theory: the ωB97M-V functional and the def2-TZVPD basis.

Atoms and positions in Å:
H -2.0289 -0.6750 -3.2230
O 0.6255 -0.5700 0.2251
O 1.0828 -2.7128 1.7809
O -0.7250 -2.3100 -3.9557
H -0.5606 -3.2529 -3.9045
O -1.0306 3.2350 1.0053
O 2.9622 0.0893 2.1813
O -0.7774 -2.3317 -1.3171
H 0.8022 3.0219 1.0846
H -2.0972 -0.3696 -1.6139
H -0.2608 -1.7168 -0.7519
O -2.4208 -0.1756 -2.5279
O -0.0495 1.3429 -1.1307
O 1.7035 2.8789 1.3594
O -1.3545 -1.6565 2.5562
H -3.1984 2.1745 -0.7569
O 0.2674 0.9352 2.5994
H 1.1279 1.3551 2.4504
H -0.6367 -2.0925 -2.2171
H 1.5497 -2.3078 1.0284
H 0.1172 -1.9130 -4.2041
O 2.2904 1.1653 -0.4501
H 3.1351 0.5112 1.3456
H 1.6648 -2.7805 2.5520
H 2.6743 -0.7724 1.9788
H -1.8277 -2.2795 3.1491
Cl 1.0484 0.3666 -0.8582
O -2.4918 2.7830 -1.1203
H -1.5017 3.0051 0.2018
H 0.3493 0.3027 1.8915
H 2.0447 2.4602 0.5684
O 1.3281 -0.4361 -2.1336
H -1.4067 2.5702 1.5995
H -0.5437 -2.0796 2.2932
H -1.8614 2.2353 -1.6857

The HOMO-LUMO gap comes out at 0.32896 Eh. Its HOMO energy is -6.4 eV. Its total charge is -1.

***

4.
A molecular structure, C6H8AgLiO6. Source: OMol25; level of theory: the ωB97M-V functional and the def2-TZVPD basis.

Atoms and positions in Å:
H -1.8741 -0.9466 -1.7552
H 1.1299 1.2635 -3.2362
H -3.4802 -0.8717 -0.9571
O -2.1188 0.5029 -0.2616
C -1.9075 -1.8067 0.2217
Li 0.8997 1.6588 0.9227
H 3.0529 0.9323 -1.7816
C -2.3981 -0.7962 -0.8065
O -0.3035 0.7997 -1.8789
C 2.0846 0.5109 -1.4371
O 0.0695 0.2259 2.1537
O 1.9593 0.5424 -0.0661
H 1.0585 2.3714 -1.8219
H -2.6744 -1.9739 0.9895
C -1.0138 -0.2472 1.7715
C -1.0338 1.3159 -0.9060
O -0.7562 -1.2740 0.8504
O -0.6445 2.2479 -0.2087
H -1.6614 -2.7532 -0.2756
H 2.0409 -0.5244 -1.8387
Ag 1.6015 -1.0000 1.1727
C 1.0112 1.3238 -2.1475

The HOMO-LUMO gap comes out at 0.25660 Eh. Its HOMO energy is -7.1 eV. Its total charge is 0.

***

Summary of max |F| in eV Å⁻¹
4.9 4.1 3.9 5.1
(order as listed above)
Summary of DFT total energy in Ha
-695.002903 -469.743747 -1525.359962 -839.311551
(order as listed above)